2 unconnected molecules or ions with the total composition C8H17N2O2. Source: the OMol25 dataset; level of theory: ωB97M-V/def2-TZVPD.

Summary:
Total charge: +1
Energy above the lowest of the compared OMol25 structures with the same formula, charge and spin (kcal/mol): 77.12
Orbital gap (eV): 9.21
E_tot (a.u.): -574.65012

Geometry as XYZ:
```
29
C8H17N2O2 ωB97M-V/def2-TZVPD
C -0.69 1.22 1.41
C -1.90 0.05 -1.93
C -0.96 1.31 -1.78
C -1.00 0.31 -0.75
C 0.81 -1.99 -1.58
C 0.70 -1.50 0.96
C -0.79 2.15 3.67
C 0.82 -0.98 -0.39
N -1.46 0.51 0.58
N 1.80 0.14 -0.60
O 0.35 1.76 1.11
O -1.39 1.42 2.59
H -2.93 0.14 -1.74
H -1.54 -0.49 -2.70
H -0.07 1.55 -2.40
H -1.47 2.20 -1.40
H -0.19 -2.14 -1.85
H 1.21 -2.88 -1.20
H 1.17 -1.73 -2.56
H 1.03 -0.77 1.63
H -0.30 -1.83 1.32
H 1.27 -2.41 1.06
H -1.69 2.64 4.11
H -0.09 2.94 3.11
H -0.33 1.52 4.43
H -2.42 0.24 0.89
H 1.99 0.44 -1.58
H 2.82 -0.22 -0.35
H 1.38 0.81 -0.02
```



2 unconnected molecules or ions with the total composition C4H3F5O. Source: the OMol25 dataset; level of theory: ωB97M-V/def2-TZVPD.

Summary:
Total charge: 0
Energy above the lowest of the compared OMol25 structures with the same formula, charge and spin (kcal/mol): 43.19
Orbital gap (eV): 11.25
SMILES string: OC(F)(F)C(F)F.C#CF
E_tot (a.u.): -728.66605

Geometry as XYZ:
```
13
C4H3F5O ωB97M-V/def2-TZVPD
O 0.96 -2.73 -0.99
C 0.95 -1.88 0.14
F -0.42 -1.65 0.34
F 1.57 -2.31 1.24
C 1.61 -0.57 -0.37
F 2.96 -0.67 -0.51
F 1.36 0.39 0.51
H 0.52 -3.65 -0.68
H 1.19 -0.44 -1.45
C -1.50 3.34 0.28
C -1.15 2.21 0.06
F -0.73 1.09 -0.47
H -2.08 4.15 0.59
```



A molecular structure, C60H155F6N13O17Zn. Source: the OMol25 dataset; level of theory: ωB97M-V/def2-TZVPD.

Summary:
Total charge: 0
Orbital gap (eV): 8.80
E_tot (a.u.): -6748.18841

Geometry as XYZ:
```
252
C60H155F6N13O17Zn ωB97M-V/def2-TZVPD
Zn -1.17 -2.82 1.13
C -0.80 -0.02 0.22
O 0.02 -1.06 -0.42
O -1.64 -0.83 0.96
C 0.17 0.97 1.10
F 1.22 0.50 1.76
F 0.63 1.97 0.31
F -0.51 1.70 2.04
C 0.87 -0.68 -1.48
C 1.44 -1.96 -2.19
H 0.63 -2.47 -2.70
H 2.19 -1.63 -2.91
H 1.91 -2.64 -1.48
H 1.69 -0.07 -1.11
H 0.37 -0.06 -2.23
H -1.27 0.56 -0.57
C 0.50 -5.41 -0.24
O -0.58 -6.19 0.31
O 0.28 -4.13 0.33
C 1.88 -6.07 -0.12
F 2.20 -6.59 1.13
F 1.91 -7.07 -0.95
F 2.83 -5.19 -0.48
C -0.81 -7.55 -0.02
C -2.25 -7.90 0.50
H -3.11 -7.37 0.09
H -2.47 -8.94 0.25
H -2.26 -7.84 1.59
H -0.13 -8.13 0.60
H -0.73 -7.95 -1.03
H 0.34 -5.39 -1.32
C 5.36 -0.60 -3.44
C 5.62 0.93 -3.33
C 5.68 1.47 -1.87
O 4.42 1.19 -1.28
C 4.35 1.60 0.06
N 6.88 1.21 -4.01
H 5.43 -1.01 -4.45
H 4.33 -0.65 -3.07
H 5.91 -1.14 -2.68
H 4.90 1.51 -3.91
H 5.87 2.55 -1.87
H 6.52 0.98 -1.38
H 4.60 2.65 0.20
H 5.09 0.93 0.52
H 3.40 1.21 0.44
H 6.86 0.94 -4.99
H 7.59 0.57 -3.68
C 3.36 2.69 2.96
C 3.03 3.42 4.30
C 4.04 3.05 5.41
O 4.05 1.70 5.88
C 2.79 1.13 6.07
N 3.00 4.89 4.05
H 3.44 1.62 3.15
H 4.31 3.02 2.54
H 2.58 2.93 2.24
H 2.06 3.09 4.65
H 3.86 3.73 6.24
H 5.05 3.28 5.09
H 2.17 1.05 5.18
H 2.33 1.62 6.93
H 3.05 0.12 6.39
H 2.66 5.24 4.93
H 3.93 5.21 3.86
C -0.64 -0.70 8.94
C -0.55 0.80 8.77
C -1.38 1.37 7.68
O -0.95 1.03 6.44
C -1.86 1.56 5.41
N -0.76 1.45 10.08
H -0.61 -1.21 7.98
H -1.54 -1.00 9.48
H 0.23 -1.15 9.41
H 0.48 1.07 8.54
H -1.32 2.44 7.86
H -2.39 1.00 7.87
H -2.87 1.16 5.55
H -1.53 1.20 4.44
H -1.89 2.65 5.42
H -0.41 0.81 10.78
H -1.75 1.54 10.25
C -4.22 -3.11 2.32
C -3.58 -4.23 1.54
C -3.75 -3.98 0.03
O -2.73 -3.08 -0.33
C -2.60 -2.80 -1.74
N -2.22 -4.43 1.96
H -3.77 -2.12 2.26
H -4.41 -3.34 3.37
H -5.25 -2.95 2.00
H -4.20 -5.09 1.79
H -4.80 -3.78 -0.21
H -3.56 -4.88 -0.55
H -3.46 -2.20 -2.03
H -2.37 -3.73 -2.25
H -1.73 -2.18 -1.98
H -2.36 -4.78 2.90
H -1.83 -5.20 1.43
C -4.34 4.59 0.27
C -3.04 4.33 1.07
C -3.34 4.46 2.56
O -3.44 5.84 2.92
C -2.26 6.60 3.00
N -2.62 2.98 0.69
H -4.71 5.58 0.55
H -5.09 3.80 0.32
H -4.12 4.67 -0.80
H -2.34 5.08 0.72
H -2.60 3.91 3.14
H -4.29 3.99 2.81
H -1.50 6.05 3.55
H -2.46 7.59 3.41
H -1.80 6.87 2.06
H -2.56 2.84 -0.30
H -1.65 2.87 0.97
C 4.70 -3.04 -7.72
C 3.27 -3.68 -7.66
C 2.13 -2.71 -7.25
O 2.53 -2.06 -6.06
C 1.94 -0.83 -5.81
N 2.99 -4.37 -8.92
H 4.96 -2.57 -6.77
H 4.68 -2.19 -8.40
H 5.50 -3.70 -8.05
H 3.35 -4.41 -6.85
H 1.15 -3.14 -7.05
H 2.02 -1.98 -8.05
H 1.04 -0.96 -5.21
H 1.71 -0.29 -6.74
H 2.53 -0.17 -5.18
H 2.14 -4.91 -8.78
H 3.68 -5.10 -9.01
C -1.49 -2.37 4.72
C -0.29 -1.80 3.96
C 0.95 -1.70 4.83
O 1.51 -2.94 5.27
C 2.55 -2.70 6.26
N 0.00 -2.70 2.85
H -1.49 -3.44 4.94
H -2.42 -2.25 4.16
H -1.60 -1.84 5.66
H -0.47 -0.79 3.60
H 0.81 -1.04 5.69
H 1.69 -1.20 4.20
H 2.18 -2.21 7.15
H 3.37 -2.14 5.81
H 2.84 -3.71 6.57
H 0.93 -2.43 2.57
H 0.11 -3.58 3.33
C -6.06 -0.29 3.50
C -5.45 0.31 2.21
C -6.27 1.54 1.64
O -7.65 1.20 1.66
C -8.48 2.17 1.06
N -4.08 0.70 2.52
H -6.51 0.45 4.17
H -5.36 -0.79 4.17
H -6.88 -0.92 3.18
H -5.51 -0.47 1.46
H -6.00 1.84 0.63
H -6.12 2.38 2.32
H -8.23 2.45 0.04
H -8.54 3.09 1.63
H -9.55 1.94 1.12
H -3.53 -0.15 2.54
H -3.64 1.27 1.82
C 1.36 7.04 1.19
C 1.33 5.55 0.88
C 2.62 4.91 0.41
O 3.04 5.59 -0.79
C 4.09 4.89 -1.43
N 0.77 4.85 2.00
H 0.41 7.46 1.49
H 1.56 7.51 0.23
H 2.18 7.21 1.89
H 0.67 5.47 0.02
H 2.47 3.85 0.22
H 3.36 4.94 1.21
H 4.51 5.49 -2.24
H 3.80 3.90 -1.80
H 4.96 4.73 -0.79
H 1.44 5.05 2.73
H 0.98 3.87 1.84
C -2.89 0.88 -3.63
C -4.00 1.76 -3.09
C -4.80 1.12 -1.93
O -5.51 0.04 -2.51
C -6.45 -0.56 -1.62
N -3.42 2.97 -2.55
H -2.30 1.38 -4.40
H -3.26 -0.09 -3.93
H -2.18 0.53 -2.88
H -4.65 2.15 -3.87
H -5.40 1.93 -1.50
H -4.11 0.89 -1.11
H -5.88 -1.15 -0.90
H -7.21 -1.15 -2.14
H -6.96 0.17 -0.99
H -3.05 3.49 -3.33
H -4.22 3.59 -2.45
C -1.92 -1.24 -7.28
C -1.63 -2.74 -7.04
C -1.19 -3.16 -5.65
O -1.03 -4.60 -5.57
C -0.30 -4.99 -4.37
N -2.90 -3.43 -7.30
H -2.72 -0.89 -6.64
H -2.23 -1.11 -8.31
H -1.03 -0.66 -7.02
H -0.92 -3.09 -7.78
H -1.86 -2.73 -4.90
H -0.26 -2.63 -5.43
H -0.84 -4.84 -3.44
H 0.69 -4.58 -4.19
H -0.22 -6.06 -4.58
H -2.73 -4.28 -6.80
H -3.71 -3.05 -6.84
C 4.64 -2.20 0.15
C 4.11 -2.35 1.54
C 4.46 -1.20 2.47
O 5.84 -1.15 2.78
C 6.15 -0.16 3.76
N 2.67 -2.38 1.39
H 4.55 -3.13 -0.43
H 5.65 -1.79 0.05
H 4.16 -1.44 -0.45
H 4.53 -3.28 1.93
H 3.86 -1.37 3.37
H 4.24 -0.25 1.98
H 5.75 -0.37 4.76
H 5.76 0.83 3.51
H 7.23 -0.12 3.82
H 2.45 -1.76 0.62
H 2.37 -3.26 0.98
C -0.73 3.16 -7.44
C 0.49 3.40 -6.52
C 0.18 2.98 -5.02
O 1.34 3.11 -4.16
C 1.12 2.81 -2.82
N 1.58 2.63 -7.03
H -0.45 3.35 -8.48
H -1.55 3.78 -7.08
H -1.05 2.13 -7.58
H 0.83 4.42 -6.34
H -0.21 1.96 -4.96
H -0.56 3.61 -4.53
H 2.00 2.68 -2.19
H 0.51 1.92 -2.76
H 0.61 3.63 -2.31
H 1.90 3.03 -7.90
H 2.37 2.76 -6.42
```